Entry 1:
This record from the OMol25 dataset describes a structure of composition C25H21N9ORhS2. The level of theory is ωB97M-V with the def2-TZVPD basis set.

```
59
Properties=species:S:1:pos:R:3:forces:R:3
Rh -0.08308 0.18765 0.51613 -1.0 0.1 1.4
C 1.27042 -0.23635 3.53013 0.3 -0.2 0.1
N -0.00698 0.23165 3.00673 -0.6 -0.4 -1.1
C -0.54638 1.48065 3.53113 -0.2 0.4 0.1
C -0.86618 2.42075 2.40623 -0.1 -0.1 0.3
N -0.38378 2.28635 1.19113 0.2 -1.6 -0.8
C -0.86558 3.34435 0.45543 -0.5 0.8 -0.1
C -0.66698 3.68185 -0.87717 0.0 -0.1 0.0
C -1.32438 4.79485 -1.35527 0.1 -0.1 0.0
C -2.14058 5.56965 -0.52827 -0.1 0.0 0.2
C -2.32148 5.26885 0.80833 0.0 0.1 0.0
C -1.67418 4.14255 1.29053 0.5 -0.2 -0.9
N -1.64248 3.52375 2.52263 0.3 -0.3 0.2
C 2.18632 -0.62895 2.40903 0.1 0.0 0.1
N 2.05682 -0.20025 1.17753 -1.2 0.4 0.0
C 3.10642 -0.72845 0.46173 0.7 -0.5 0.1
C 3.45972 -0.57505 -0.87427 0.0 0.0 0.1
C 4.59152 -1.23145 -1.30867 -0.1 0.1 -0.1
C 5.35592 -2.02155 -0.44707 0.0 -0.1 0.1
C 5.02302 -2.18085 0.88403 0.1 -0.1 0.0
C 3.89112 -1.51705 1.32843 -0.2 0.3 -0.8
N 3.27212 -1.43095 2.55693 -0.3 0.2 0.2
H 1.15252 -1.08295 4.22173 0.0 0.2 -0.1
H 1.75722 0.57195 4.08903 -0.1 -0.1 0.0
H -0.69558 -0.51475 3.01993 0.0 0.1 0.2
H 0.20312 1.97305 4.16353 -0.1 -0.2 0.0
H -1.44688 1.32375 4.14173 0.2 0.0 -0.1
H -0.03088 3.07925 -1.50577 0.0 -0.1 -0.1
H -1.21578 5.07185 -2.39217 0.0 0.0 -0.1
H -2.65048 6.42345 -0.94557 0.0 0.1 0.0
H -2.94028 5.87945 1.44643 -0.1 0.1 0.0
H -2.12518 3.83395 3.35003 0.1 -0.1 0.0
H 2.86912 0.04615 -1.52867 0.0 0.0 -0.1
H 4.90192 -1.12005 -2.33507 0.0 0.0 -0.1
H 6.23242 -2.51815 -0.83137 0.1 -0.1 0.0
H 5.62262 -2.79055 1.54203 0.1 0.0 0.1
H 3.59982 -1.85945 3.40673 -0.1 0.1 0.0
S 0.09862 0.24615 -1.89457 0.4 0.2 2.0
C -1.42738 -0.40985 -2.39587 -1.2 -0.5 0.1
C -1.53348 -0.87125 -3.70677 -0.1 0.1 0.3
C -2.70668 -1.45365 -4.16517 -0.3 0.3 0.9
C -2.77998 -1.93995 -5.49147 0.0 -0.1 -0.3
N -2.82158 -2.33005 -6.56727 0.0 -0.2 -0.4
C -3.81808 -1.56165 -3.29827 1.0 0.4 -0.1
C -3.73038 -1.06625 -2.00767 0.3 0.1 0.0
C -2.54398 -0.50615 -1.52877 0.5 -0.2 -1.2
S -2.50378 0.03105 0.10713 1.9 0.6 1.0
C -4.99538 -2.23015 -3.71007 -0.2 -0.1 0.0
N -5.94048 -2.81285 -3.98807 -0.4 -0.2 -0.2
H -0.68358 -0.78545 -4.36867 0.0 0.0 -0.1
H -4.58578 -1.12795 -1.35277 -0.1 -0.1 0.1
N 0.64642 -2.91645 -0.77057 0.0 0.1 0.2
C 0.21612 -3.07595 0.49363 0.5 -0.9 -0.9
N 0.28082 -4.32225 1.01663 -0.1 0.0 0.2
O -0.20418 -2.12775 1.16723 -0.1 1.7 0.0
H 1.04652 -3.66355 -1.30887 0.0 0.0 0.0
H 0.69632 -1.96875 -1.12817 0.0 -0.1 -0.2
H 0.49372 -5.12285 0.44803 0.0 0.0 0.0
H -0.12878 -4.48315 1.92243 0.0 0.1 -0.2
```
Forces are in eV/Å.

Values from the calculation:
Net charge   +1
Gap between HOMO and LUMO   5.85 eV
Relative energy (zero: lowest compared OMol25 entry of this formula, charge and spin)   48.2 kcal per mole


Entry 2:
This record from the OMol25 dataset describes a structure of composition C25H22AsMnN7O11S3. The level of theory is ωB97M-V with the def2-TZVPD basis set.

```
70
Properties=species:S:1:pos:R:3:forces:R:3
Mn -0.82623 -0.23689 1.19449 -0.2 0.1 0.4
O -3.78573 -0.12399 1.51799 0.0 0.0 -0.3
As -3.22193 -1.46389 2.49949 -1.6 -0.5 0.9
O -3.92403 -1.38089 3.95479 -0.3 -0.3 0.4
O -1.55403 -1.48689 2.59289 1.5 0.9 -1.3
C -3.88573 -2.94299 1.42339 0.2 0.5 0.3
C -4.55223 -3.98859 2.05399 0.0 0.2 0.3
C -5.10233 -5.01859 1.31089 0.0 0.0 0.0
C -5.03073 -4.98819 -0.07371 0.1 0.1 0.0
C -4.36083 -3.95139 -0.70011 -0.1 -0.2 -0.2
C -3.77863 -2.94839 0.05239 0.4 0.3 -0.2
S -2.85573 -1.76689 -0.92761 -0.1 -0.2 -1.6
O -3.77913 -0.87339 -1.57151 0.1 0.0 0.4
O -2.09163 -2.59939 -1.84201 -0.1 0.1 0.3
O -1.89043 -1.03229 -0.04871 -0.7 -0.7 -0.9
H -3.76783 0.66661 2.06529 0.0 0.2 0.2
H -4.64483 -3.95369 3.13259 0.0 -0.1 0.0
H -5.58723 -5.84539 1.80899 -0.1 0.0 0.1
H -5.48053 -5.77659 -0.65891 0.0 0.0 -0.1
H -4.25733 -3.89709 -1.77291 -0.1 -0.2 -0.1
O 0.42157 0.37591 2.32279 1.0 0.5 1.0
N 0.28517 1.11621 3.37619 -0.7 0.5 0.5
N -0.88423 1.61871 3.53659 0.7 -1.4 -1.8
O -1.84193 1.42031 2.69899 0.3 -0.1 -0.1
C -1.08733 2.42451 4.66569 -0.1 1.0 1.4
C -2.26823 3.14711 4.80139 0.2 -0.3 -0.4
C -2.43963 3.96551 5.90299 0.1 0.1 0.1
C -1.44773 4.06201 6.86589 0.0 0.0 0.0
C -0.28303 3.31861 6.73679 -0.1 0.1 0.0
C -0.09703 2.49841 5.64369 -0.1 -0.1 -0.2
H -3.02633 3.06411 4.03889 0.0 0.0 0.0
H -3.34853 4.53831 6.01129 -0.1 0.0 0.0
H -1.57923 4.71481 7.71669 0.0 0.0 0.1
H 0.48427 3.38411 7.49339 0.1 0.0 0.0
H 0.79707 1.91221 5.52189 0.1 0.0 0.1
C -0.86413 0.87241 -3.09231 -0.6 -0.2 -0.1
N 0.34837 1.49491 -2.63121 0.6 0.3 0.7
C 1.49297 1.67361 -3.37701 0.3 0.2 -0.1
C 2.41957 2.28161 -2.60081 0.0 0.1 -0.4
N 1.82957 2.46691 -1.38041 -0.5 -0.2 -0.3
C 0.56477 1.98781 -1.39341 -0.1 0.0 -0.1
S -0.54653 2.12741 -0.12521 -0.5 -0.5 0.8
H -0.63083 -0.04869 -3.62731 0.1 0.0 0.1
H -1.40513 1.54301 -3.76431 0.0 0.0 0.1
H -1.50963 0.62771 -2.24541 0.2 0.1 -0.1
H 1.55307 1.36331 -4.39871 0.0 -0.1 -0.2
H 3.44177 2.56461 -2.81271 0.1 0.0 0.0
H 2.26657 2.86951 -0.56881 -0.1 0.0 0.0
O 7.14117 1.44981 -2.81251 0.0 0.3 -0.1
S 6.27437 2.04271 -3.82021 0.2 -0.4 -0.2
O 5.26057 2.95091 -3.28931 0.1 0.1 -0.1
O 6.92497 2.50301 -5.02561 -0.2 -0.1 0.1
C 5.30887 0.53111 -4.21081 0.6 0.6 0.2
N 5.57187 -0.26499 -5.22941 0.3 0.1 -0.6
C 4.92677 -1.42049 -5.25651 -0.2 0.0 0.2
C 4.02017 -1.80179 -4.27491 -0.1 0.2 0.2
C 3.80617 -0.87989 -3.24891 0.5 0.1 -0.7
N 4.46527 0.27591 -3.23831 -0.6 -0.5 0.5
C 2.86147 -1.02899 -2.13321 -0.4 -0.1 0.6
C 1.68157 -1.76309 -2.19681 0.3 0.1 0.2
C 0.79857 -1.71479 -1.12891 -0.1 -0.2 -0.2
N 1.02657 -0.99779 -0.02871 -0.2 0.2 0.2
C 2.19387 -0.34789 0.06469 0.1 -0.1 0.1
C 3.12317 -0.32539 -0.95361 -0.1 -0.3 -0.1
H 5.14047 -2.05869 -6.10491 0.0 -0.1 0.0
H 3.51997 -2.75719 -4.30471 0.0 -0.1 0.0
H 1.42407 -2.34249 -3.06921 -0.1 -0.1 -0.1
H -0.14423 -2.24589 -1.18191 0.1 0.1 0.0
H 2.37217 0.16981 0.99869 -0.1 0.1 0.0
H 4.03387 0.25001 -0.88221 0.0 0.0 0.1
```
Forces are in eV/Å.

Values from the calculation:
Net charge   -1
Gap between HOMO and LUMO (alpha / beta)   6.57 / 7.58 eV
Multiplicity   5
Relative energy (zero: lowest compared OMol25 entry of this formula, charge and spin)   15.6 kcal per mole


Entry 3:
This record from the OMol25 dataset describes a structure of composition C25H22B2Cl3F2IrN2O4S3. The level of theory is ωB97M-V with the def2-TZVPD basis set.

```
64
Properties=species:S:1:pos:R:3:forces:R:3
Ir 1.33466 -0.36528 1.23268 0.5 0.6 1.2
S 2.38525 2.75627 4.53220 0.2 0.2 0.3
C 2.17341 1.80368 3.23647 -0.9 -0.6 -0.5
S 3.15042 0.40672 2.86918 0.5 0.1 -0.3
S 0.84302 1.88080 2.11021 0.2 -0.1 -0.3
F -0.70281 -2.93751 -1.08944 -0.4 0.2 -0.6
B -0.73290 -2.29138 0.10535 1.9 -0.6 0.7
F -1.83037 -2.49487 0.86985 -0.7 0.2 0.2
C -2.56877 5.80694 -2.28831 -0.5 -0.3 0.2
C -3.37048 4.49099 -2.13034 -0.1 -0.2 0.0
C -4.37424 4.61220 -0.95311 0.4 0.4 -0.4
C -4.16262 4.19669 -3.43472 0.3 0.4 0.3
C -2.38916 3.33914 -1.90442 0.1 -0.3 -0.1
C -1.34875 3.16051 -2.84089 -0.1 -0.5 0.6
C -0.42680 2.10633 -2.74246 -0.6 -0.3 0.9
C -0.60615 1.20222 -1.68587 -1.1 0.2 0.3
O 0.05565 0.04031 -1.47490 -0.2 0.2 2.1
B -0.33341 -0.41432 -0.05896 -2.0 1.2 -2.9
O -1.64301 0.37629 0.19050 1.9 -0.1 0.1
C -1.64411 1.39193 -0.70950 0.7 -0.2 -1.4
C -2.55176 2.44841 -0.82917 0.9 -0.5 -0.3
H -3.24516 6.65575 -2.37622 -0.1 0.1 0.0
H -1.93892 5.78169 -3.17244 0.0 0.0 -0.1
H -1.91666 5.97269 -1.43347 0.0 0.0 0.1
H -5.04410 5.45476 -1.13730 0.0 0.0 0.0
H -3.84951 4.81664 -0.01526 0.0 -0.1 -0.1
H -4.98421 3.71678 -0.82824 0.1 0.0 -0.1
H -4.85769 5.00643 -3.64640 -0.2 0.2 0.0
H -4.73591 3.28085 -3.33693 0.0 -0.2 0.0
H -3.50176 4.10894 -4.30059 0.0 -0.1 0.1
H -1.31045 3.84648 -3.67845 0.3 -0.1 0.0
H 0.40614 1.96262 -3.41427 -0.1 0.0 -0.2
H -3.33992 2.54404 -0.10274 -0.1 0.1 0.1
Cl 2.70057 1.40659 -0.36594 1.0 0.5 -1.1
C 3.91076 0.89048 -1.64542 -0.1 -0.3 1.0
Cl 3.17836 0.84226 -3.22493 -0.1 0.0 -0.4
H 4.26381 -0.11286 -1.33859 -0.2 0.5 -0.2
H 4.70683 1.62793 -1.62782 -0.1 0.0 0.0
O 4.68935 -1.79995 -0.69868 -0.7 0.3 0.4
C 3.68306 -2.42149 -0.33844 -0.7 -0.5 0.5
N 2.38028 -1.88706 0.24291 2.7 -1.9 -1.6
C 1.64044 -2.99024 0.39481 -0.4 -0.7 -0.1
O 0.45064 -2.86730 0.92928 -1.5 0.2 0.6
C 2.23258 -4.22914 0.04163 0.1 0.8 0.2
C 1.79156 -5.55274 0.12184 0.4 -0.4 -0.1
C 2.67878 -6.55793 -0.24293 -0.5 0.4 0.2
C 3.97931 -6.25656 -0.68951 0.4 1.1 -0.1
C 4.40899 -4.92624 -0.77153 -0.3 -0.1 0.0
C 3.52500 -3.90207 -0.39682 0.1 0.7 0.0
H 0.79131 -5.75759 0.46698 -0.1 -0.2 0.0
H 2.37446 -7.59443 -0.19516 -0.1 0.0 0.0
H 4.64315 -7.05760 -0.98758 0.0 0.0 0.0
H 5.39288 -4.64330 -1.12396 0.1 -0.2 0.0
Cl 0.83518 -4.00070 5.67680 0.1 -0.1 0.2
C 0.08002 -2.74329 4.77529 -0.4 1.1 -0.9
C -1.30421 -2.51807 4.89336 0.9 0.8 -0.9
C -1.83522 -1.46320 4.12556 1.1 -0.2 0.0
C -1.02186 -0.73053 3.24263 1.3 -1.3 0.1
N 0.32239 -1.04321 3.01369 -2.4 -1.0 3.7
C 0.86994 -1.97426 3.88212 -1.7 0.3 -0.6
H -1.90928 -3.12496 5.55817 0.1 0.1 -0.1
H -2.88241 -1.21570 4.18752 -0.1 0.1 0.0
H -1.45366 0.09517 2.68047 0.3 -0.3 -0.2
H 1.93805 -2.15573 3.85220 -0.1 0.0 -0.4
```
Forces are in eV/Å.

Values from the calculation:
Net charge   -1
Gap between HOMO and LUMO (alpha / beta)   4.81 / 4.26 eV
Multiplicity   6
Relative energy (zero: lowest compared OMol25 entry of this formula, charge and spin)   7.1 kcal per mole


Entry 4:
This record from the OMol25 dataset describes a structure of composition C25H22BBrIrN10. The level of theory is ωB97M-V with the def2-TZVPD basis set.

```
60
Properties=species:S:1:pos:R:3:forces:R:3
Ir -0.08027 -0.09712 0.81008 0.3 0.2 0.8
C -2.85349 2.69609 -0.94565 0.0 0.0 0.0
C -2.59937 1.57899 -0.16903 0.0 0.0 0.1
N -1.27801 1.35779 -0.11594 0.0 0.1 0.3
N -0.67553 2.31906 -0.84540 0.1 0.0 0.0
C -1.60470 3.13406 -1.35723 0.0 0.0 0.0
B 0.87444 2.35015 -1.04071 -0.1 0.0 0.4
N 1.52222 2.36027 0.40234 0.0 -0.2 -0.3
C 2.44896 3.13013 0.96784 0.0 0.1 0.0
C 2.71919 2.65147 2.24942 0.0 0.1 0.0
C 1.90326 1.55418 2.39639 0.1 0.1 -0.1
N 1.19448 1.36799 1.25869 0.2 -0.1 0.1
N 1.27458 0.98496 -1.62461 0.0 0.0 -0.1
C 2.01819 0.66806 -2.69333 0.0 0.0 0.0
C 2.15438 -0.70589 -2.75052 0.0 0.1 -0.1
C 1.45668 -1.18516 -1.66081 -0.1 -0.1 0.1
N 0.92807 -0.15964 -0.97316 -0.4 -0.2 0.0
N 1.26568 3.55809 -1.80662 0.1 0.0 -0.1
C 1.17927 4.86167 -1.40035 0.0 0.1 0.0
C 1.37899 5.65430 -2.49519 0.0 0.0 0.1
C 1.56651 4.74375 -3.55659 0.0 0.0 -0.1
N 1.48389 3.49487 -3.15012 0.0 0.0 0.0
H -3.80916 3.13067 -1.17880 0.0 0.0 0.0
H -3.29347 0.94772 0.36025 0.0 0.0 0.0
H -1.31241 3.96303 -1.98171 0.0 0.0 0.0
H 2.85457 3.97488 0.43589 0.0 0.0 0.0
H 3.40728 3.06038 2.96800 0.0 0.0 0.0
H 1.81424 0.88254 3.23338 -0.1 0.0 0.0
H 2.36326 1.45865 -3.33778 0.0 0.0 0.0
H 2.68329 -1.28221 -3.48834 0.0 0.0 0.0
H 1.31505 -2.20520 -1.35527 0.0 0.0 0.1
H 0.96464 5.12536 -0.37660 0.0 0.0 0.0
H 1.39225 6.72947 -2.52982 0.0 0.0 0.0
H 1.75859 4.95508 -4.59636 0.0 0.0 0.0
C -4.46132 -3.32122 -0.75981 0.0 0.0 0.0
C -3.66729 -2.64297 0.31645 0.0 0.0 0.0
C -3.97899 -2.77456 1.66973 0.0 0.0 0.0
C -3.23138 -2.12642 2.64612 0.0 0.0 0.0
C -2.17383 -1.37502 2.20556 0.0 0.0 0.1
Br -1.02134 -0.33857 3.31823 -0.1 0.0 -0.6
N -1.83368 -1.24193 0.92938 0.0 -0.3 -0.6
C -2.56878 -1.85698 -0.00715 -0.1 0.1 0.0
H -5.33822 -3.81377 -0.34657 0.0 0.0 0.0
H -3.85965 -4.07686 -1.26654 0.0 0.0 0.0
H -4.79532 -2.60417 -1.50968 0.0 0.0 0.0
H -4.82378 -3.38258 1.96809 0.0 0.0 0.0
H -3.46898 -2.19844 3.69790 0.0 0.0 0.0
H -2.26025 -1.70012 -1.03372 0.0 0.0 0.0
N 3.40226 -6.50955 2.31745 0.0 0.0 0.0
C 2.84521 -5.54079 2.05592 0.0 0.0 0.0
C 2.14608 -4.32650 1.73773 0.0 0.0 0.0
C 2.68039 -3.09772 2.11081 0.0 0.0 0.0
C 2.01158 -1.92486 1.79070 0.1 -0.1 -0.1
C 0.78163 -1.97496 1.13346 0.3 0.4 0.0
C 0.26609 -3.20241 0.73948 -0.1 0.0 0.1
C 0.94328 -4.37409 1.04030 0.0 -0.1 0.0
H 3.62531 -3.05838 2.63601 0.0 0.0 0.0
H 2.47758 -0.98665 2.05073 0.0 0.0 0.0
H -0.65390 -3.27913 0.17589 0.1 0.0 0.0
H 0.54171 -5.32978 0.73118 0.0 0.0 0.0
```
Forces are in eV/Å.

Values from the calculation:
Net charge   +2
Gap between HOMO and LUMO (alpha / beta)   7.22 / 5.28 eV
Multiplicity   2
Relative energy (zero: lowest compared OMol25 entry of this formula, charge and spin)   9.1 kcal per mole